53
Properties=species:S:1:pos:R:3:lowdin_charge:R:1 method="wB97M-V/def2-TZVPD" homo_lumo_gap_ev=8.998
Br -0.46 1.17 -2.19 0.652
Br 1.93 0.01 -0.10 0.639
S -5.60 -1.67 -6.64 0.826
S 3.84 1.77 2.86 0.766
S 3.31 3.93 8.69 0.812
O -5.50 -2.21 -5.25 -0.566
O -0.07 -1.34 -3.73 -0.037
O -4.39 -0.21 -1.73 0.047
O 4.96 2.15 1.95 -0.560
O 3.92 2.96 7.73 -0.562
O -2.55 -0.76 -0.51 0.006
O -0.63 -3.40 -2.76 0.082
N -2.35 -2.25 -3.81 0.083
C 1.38 -1.03 -1.70 -0.628
C 0.37 -0.61 -2.59 -0.643
C -3.55 -2.72 -1.54 -0.062
C -5.56 -3.08 -7.77 -0.270
C -3.97 -1.03 -7.09 -0.271
C 4.08 2.65 4.41 -0.280
C 4.65 4.90 9.41 -0.273
C 4.20 0.13 3.51 -0.270
C 2.16 -2.41 -1.92 -0.122
C 2.61 5.27 7.72 -0.273
C -3.28 -3.13 -3.07 -0.176
C -0.98 -2.38 -3.37 -0.424
C -3.47 -1.16 -1.25 -0.430
H 1.84 -2.79 -2.96 0.079
H 2.26 6.06 8.38 0.052
H -4.30 -3.05 -3.61 0.103
H 5.25 4.24 10.03 0.050
H 3.94 3.72 4.23 0.048
H 5.27 5.31 8.62 0.058
H 3.29 -2.27 -1.94 0.083
H -3.76 -0.16 -6.47 0.049
H 4.15 -0.59 2.69 0.040
H 4.24 5.70 10.02 0.052
H 1.84 -3.22 -1.18 0.089
H -5.51 -2.72 -8.80 0.053
H -4.14 0.64 -1.28 0.125
H 3.47 -0.13 4.27 0.054
H -6.48 -3.65 -7.63 0.050
H -3.01 -4.23 -3.08 0.131
H 5.21 0.11 3.94 0.058
H 1.76 4.88 7.14 0.050
H 3.35 2.31 5.15 0.040
H -4.71 -3.71 -7.54 0.059
H -2.88 -3.23 -0.78 0.128
H 3.36 5.67 7.03 0.057
H -4.62 -3.04 -1.29 0.132
H -2.66 -1.27 -3.85 0.129
H 5.10 2.48 4.78 0.061
H -3.21 -1.80 -6.91 0.054
H -3.97 -0.74 -8.14 0.052



24
Properties=species:S:1:pos:R:3:lowdin_charge:R:1 method="wB97M-V/def2-TZVPD" smiles="C=C[C@@](C)(c1ccccc1)[N+](=O)[O-]" homo_lumo_gap_ev=10.068 relative_energy_kcal_mol=123.9
O -1.49 -2.53 -1.00 0.115
O -2.38 -1.90 0.87 0.067
N -1.76 -1.73 -0.17 -0.366
C -1.15 -0.27 -0.37 -0.329
C 2.65 -0.04 -0.68 -0.058
C 0.37 -0.49 -0.09 -0.144
C 1.33 0.30 -0.75 -0.034
C 0.76 -1.40 0.86 -0.080
C 2.97 -1.11 0.22 -0.077
C -1.40 0.19 -1.79 -0.035
C -1.65 0.95 1.84 0.071
C -2.02 0.51 0.59 -0.107
C 2.05 -1.79 0.99 -0.096
H 2.17 -2.62 1.78 0.142
H -2.97 0.64 0.21 0.083
H -0.87 -0.49 -2.44 0.077
H 0.01 -1.91 1.52 0.135
H -1.18 1.26 -2.03 0.110
H -0.68 0.70 2.18 0.042
H 1.08 1.07 -1.38 0.083
H 3.32 0.48 -1.30 0.086
H 4.12 -1.35 0.14 0.133
H -2.32 1.60 2.43 0.068
H -2.47 -0.04 -2.10 0.112



39
Properties=species:S:1:pos:R:3:lowdin_charge:R:1 method="wB97M-V/def2-TZVPD" homo_lumo_gap_ev=7.541 relative_energy_kcal_mol=36.6
Pt 0.65 -0.17 0.94 1.097
Se 3.26 -1.04 0.82 0.748
S 1.09 4.64 0.00 1.033
S -2.91 1.27 3.70 1.060
O 2.47 -0.40 2.14 -0.537
O 4.26 -2.21 1.17 -0.419
O 3.95 0.16 -0.03 -0.485
O -1.12 -2.80 0.97 0.054
O 1.92 -1.54 -0.08 -0.544
N 0.72 2.16 0.55 -0.029
N -0.93 0.74 2.17 -0.051
N 2.56 2.52 -0.87 0.107
N -0.49 0.11 -2.53 0.226
N -1.74 -1.15 3.30 0.129
N -0.71 -2.24 -2.44 -0.079
N -0.83 -1.05 -0.54 0.051
C -1.15 2.10 2.07 -0.322
C -0.62 -2.57 -3.84 -0.006
C -2.17 2.56 2.81 -0.348
C -0.97 -2.37 -0.16 -0.475
C -0.65 -1.04 -1.86 -0.410
C -1.76 0.15 2.99 -0.664
C -0.25 2.87 1.21 -0.353
C 1.54 2.93 -0.12 -0.674
C -0.22 4.21 1.02 -0.364
C -0.92 -3.23 -1.41 -0.019
H -1.61 -2.71 -4.29 0.098
H 3.03 1.60 -0.65 0.072
H -0.05 -3.49 -3.95 0.100
H -2.53 3.57 2.92 0.075
H -1.21 -1.75 2.67 0.069
H -2.50 -1.55 3.82 0.103
H -0.27 0.91 -1.94 0.105
H 3.17 3.23 -1.22 0.094
H -0.07 0.10 -3.44 0.107
H -0.87 4.97 1.43 0.071
H -0.09 -3.94 -1.36 0.149
H -0.10 -1.79 -4.40 0.085
H -1.86 -3.78 -1.55 0.143



23
Properties=species:S:1:pos:R:3:lowdin_charge:R:1 method="wB97M-V/def2-TZVPD" homo_lumo_gap_ev=11.623 relative_energy_kcal_mol=46.5 charge=+1
O -3.97 -0.69 0.79 -0.035
O 0.78 -1.63 -2.11 -0.021
O -2.18 0.22 -0.55 -0.122
N 0.69 0.30 -0.37 -0.031
C 2.60 -0.14 1.33 -0.034
C 0.39 1.75 -0.56 -0.029
C 1.11 0.00 1.06 -0.168
H -0.39 1.85 -1.37 0.106
H 1.71 -1.62 -2.33 0.063
H 0.04 -0.36 -0.80 0.111
H 3.09 0.26 0.46 0.077
H 2.79 0.46 2.24 0.104
H 1.52 0.26 -0.97 0.132
H 0.65 -0.94 1.30 0.124
H 1.23 2.37 -1.07 0.132
H 2.83 -1.14 1.60 0.069
H -4.79 -1.16 0.77 0.049
H 0.11 2.20 0.42 0.104
H 0.53 -2.46 -2.50 0.065
H -2.59 0.58 0.27 0.046
H -4.21 -0.21 1.57 0.057
H -2.62 -0.67 -0.84 0.106
H 0.70 0.75 1.67 0.095



16
Properties=species:S:1:pos:R:3:lowdin_charge:R:1 method="wB97M-V/def2-TZVPD" smiles=CC.CC homo_lumo_gap_ev=12.816 relative_energy_kcal_mol=2.5
C -1.58 0.11 -0.16 -0.188
C -2.46 -1.09 -0.42 -0.171
C 2.12 -0.26 0.10 -0.174
C 1.94 1.22 0.42 -0.175
H -3.15 -0.90 -1.25 0.062
H -0.93 0.00 0.71 0.057
H 0.97 1.61 0.10 0.044
H -1.85 -1.97 -0.66 0.063
H -0.92 0.31 -1.02 0.061
H 1.68 -0.90 0.88 0.059
H 1.89 1.42 1.50 0.068
H -2.19 1.00 -0.01 0.064
H 3.17 -0.50 0.10 0.056
H 1.64 -0.59 -0.82 0.060
H 2.73 1.86 0.06 0.055
H -3.06 -1.32 0.46 0.062



20
Properties=species:S:1:pos:R:3:lowdin_charge:R:1 method="wB97M-V/def2-TZVPD" spin_multiplicity=3 s2=2.010 homo_lumo_gap_ev="7.080 / 7.078" relative_energy_kcal_mol=95.2 charge=+1
O -0.40 1.00 -1.80 -0.010
N -1.62 -0.79 -1.34 0.072
N -0.67 -0.11 -1.19 -0.180
N 1.66 0.49 -0.75 0.055
N 0.84 1.60 -1.06 0.080
C -2.73 -0.35 -2.14 -0.031
C 0.32 0.22 1.27 -0.232
C 1.46 0.12 2.25 -0.069
C 0.89 -0.33 0.05 -0.083
H -2.79 0.82 -2.06 0.133
H -2.42 -0.56 -3.11 0.055
H -3.71 -0.92 -1.86 0.138
H -0.19 1.19 1.07 0.143
H 1.71 -0.97 2.51 0.127
H 2.34 0.72 1.91 0.108
H -0.44 -0.47 1.54 0.116
H 1.26 -1.44 -0.04 0.202
H 2.26 0.38 -1.52 0.149
H 1.12 0.45 3.16 0.053
H 1.27 2.31 -1.70 0.171



69
Properties=species:S:1:pos:R:3:lowdin_charge:R:1 method="wB97M-V/def2-TZVPD" homo_lumo_gap_ev="4.958 / 4.988" relative_energy_kcal_mol=55.4
Pd -0.31 -0.05 -0.08 0.872
Se -2.28 2.33 -0.25 1.118
Ge -2.57 -0.57 0.51 0.884
F -5.06 1.00 -0.92 0.064
F -7.57 1.88 -0.33 0.122
F -3.24 4.73 1.29 0.075
F -7.92 4.22 1.04 0.132
F -5.74 5.61 1.92 0.121
O -0.26 4.39 -0.66 -0.154
O 0.03 1.86 -0.33 -0.427
O -0.28 -2.00 -0.12 -0.187
N 1.97 -1.57 -0.30 0.054
N 1.68 -0.27 -0.25 -0.108
C -2.32 -4.42 2.39 -0.081
C -4.09 2.85 0.17 -0.426
C 0.30 -4.79 -0.28 -0.021
C -2.45 -3.41 1.45 -0.129
C 0.64 -6.13 -0.19 -0.078
C -2.56 -1.78 3.19 -0.131
C 2.60 0.59 0.05 -0.026
C -5.22 2.14 -0.23 -0.250
C -3.99 -1.99 -1.73 -0.119
C 3.49 2.87 0.18 -0.057
C -2.36 -0.97 -3.71 -0.080
C 2.10 4.79 -0.22 -0.013
C -5.58 4.48 1.21 -0.136
C 2.40 2.01 0.02 -0.144
C 2.62 -4.19 -0.12 -0.029
C -4.31 4.02 0.90 -0.245
C -2.29 -4.10 3.74 -0.087
C -4.21 -2.33 -3.05 -0.086
C -6.69 3.76 0.78 -0.121
C -2.97 -1.13 -1.38 -0.354
C 1.11 2.56 -0.22 -0.251
C -6.50 2.58 0.07 -0.133
C 1.28 -3.81 -0.22 -0.135
C 1.97 -6.50 -0.06 -0.086
C 0.99 3.98 -0.37 -0.208
C 2.96 -5.53 -0.04 -0.079
C -3.39 -1.82 -4.05 -0.088
C -2.15 -0.62 -2.39 -0.162
C -2.54 -2.09 1.83 -0.330
C 0.94 -2.37 -0.23 -0.419
C 3.34 4.23 0.08 -0.091
C -0.49 5.77 -0.83 -0.069
C -2.44 -2.78 4.14 -0.090
H 4.00 -5.81 0.04 0.102
H 3.59 0.22 0.29 0.141
H -1.56 5.86 -1.04 0.093
H -5.03 -2.99 -3.31 0.102
H -1.71 -0.56 -4.48 0.104
H -2.16 -4.88 4.48 0.102
H 4.46 2.45 0.37 0.108
H 4.19 4.89 0.22 0.102
H -3.55 -2.09 -5.08 0.101
H 3.38 -3.43 -0.09 0.102
H -0.13 -6.88 -0.21 0.102
H -2.44 -2.54 5.19 0.101
H -2.23 -5.44 2.08 0.103
H -2.51 -3.66 0.39 0.086
H -1.33 0.10 -2.15 0.061
H 2.24 -7.54 0.02 0.101
H -4.62 -2.40 -0.95 0.103
H -0.25 6.33 0.08 0.102
H 0.08 6.15 -1.68 0.101
H 2.01 5.86 -0.31 0.106
H -0.73 -4.51 -0.39 0.094
H -2.67 -0.75 3.50 0.096
H -3.83 0.12 1.10 -0.028



70
Properties=species:S:1:pos:R:3:lowdin_charge:R:1 method="wB97M-V/def2-TZVPD" homo_lumo_gap_ev=8.821 relative_energy_kcal_mol=34.3
S -15.86 7.97 -10.12 0.821
S -18.08 14.91 -1.82 0.851
S -13.75 7.78 -5.05 0.829
S -20.73 9.26 -8.70 0.823
S -14.93 11.55 -11.75 0.819
S -13.36 13.30 -0.74 0.803
S -16.33 11.88 -5.24 0.825
O -17.19 13.84 -1.21 -0.582
O -13.64 7.17 -6.41 -0.569
O -16.67 9.14 -10.52 -0.586
O -13.48 11.24 -11.59 -0.565
O -12.70 12.32 -1.67 -0.575
O -17.42 11.14 -4.51 -0.564
O -21.28 8.29 -9.70 -0.570
C -15.55 12.03 -10.13 -0.276
C -19.22 8.54 -7.95 -0.256
C -19.80 10.47 -9.72 -0.254
C -18.22 14.55 -3.59 -0.270
C -12.27 13.65 0.62 -0.285
C -15.16 7.45 -11.71 -0.244
C -16.97 16.34 -1.95 -0.263
C -14.91 11.58 -4.14 -0.245
C -12.47 9.12 -5.05 -0.243
C -14.31 8.52 -9.35 -0.244
C -14.93 13.25 -12.47 -0.243
C -14.70 12.42 0.09 -0.263
C -15.95 10.69 -6.59 -0.255
C -12.83 6.63 -3.94 -0.245
H -16.62 10.70 -7.45 0.034
H -16.42 16.63 -1.05 0.051
H -11.74 8.81 -5.79 0.059
H -14.90 10.81 -6.85 0.045
H -14.97 12.88 1.03 0.056
H -20.46 10.64 -10.57 0.048
H -14.51 8.16 -12.22 0.057
H -11.77 6.81 -3.82 0.049
H -12.76 14.28 1.36 0.053
H -14.00 12.13 -4.31 0.059
H -14.74 10.50 -4.22 0.016
H -15.58 12.37 -0.55 0.012
H -13.00 10.00 -5.41 0.005
H -14.62 13.90 -11.65 0.038
H -13.63 7.67 -9.29 0.060
H -18.94 9.96 -10.14 0.021
H -18.55 13.50 -3.68 0.039
H -18.86 15.24 -4.13 0.056
H -16.64 12.14 -10.23 0.058
H -14.12 13.30 -13.20 0.048
H -16.07 9.69 -6.15 0.048
H -13.93 9.27 -10.04 0.033
H -17.24 14.45 -4.06 0.031
H -19.47 7.76 -7.23 0.049
H -14.52 6.59 -11.46 0.051
H -16.21 16.06 -2.68 0.045
H -18.48 8.18 -8.66 0.026
H -15.56 11.23 -9.39 0.004
H -17.45 17.23 -2.36 0.050
H -11.35 14.06 0.20 0.050
H -19.57 11.36 -9.14 0.045
H -14.46 11.36 0.23 0.061
H -15.89 13.65 -12.80 0.051
H -13.29 6.76 -2.96 0.044
H -18.83 9.39 -7.37 0.035
H -11.89 9.33 -4.15 0.062
H -14.56 8.81 -8.33 0.014
H -15.28 11.65 -3.11 0.046
H -11.92 12.71 1.08 0.061
H -15.17 12.98 -9.75 0.055
H -16.03 7.20 -12.32 0.050
H -13.01 5.62 -4.31 0.049



15
Properties=species:S:1:pos:R:3:lowdin_charge:R:1 method="wB97M-V/def2-TZVPD" homo_lumo_gap_ev=7.416 relative_energy_kcal_mol=99.4
O -0.04 -1.24 1.60 0.031
N -0.20 0.99 0.36 -0.076
C -1.75 1.01 0.46 -0.119
C 1.51 -0.52 -0.82 -0.041
C 0.03 -0.18 -0.50 -0.361
C -0.35 -1.31 0.42 -0.241
H 0.16 0.67 1.28 0.133
H -2.00 1.26 1.49 -0.008
H 2.12 -0.60 0.09 0.088
H 1.93 0.23 -1.48 0.072
H -0.60 -0.07 -1.38 0.144
H 0.30 1.83 0.05 0.162
H -0.64 -2.24 -0.07 0.133
H 1.61 -1.50 -1.32 0.090
H -2.09 1.79 -0.23 -0.008



72
Properties=species:S:1:pos:R:3:lowdin_charge:R:1 method="wB97M-V/def2-TZVPD" homo_lumo_gap_ev=6.804 relative_energy_kcal_mol=22.4 charge=+1
Os 0.04 0.02 -0.04 1.628
O -1.54 -0.79 -1.01 -0.172
O -1.94 0.58 0.59 -0.050
O -3.60 -1.63 -2.54 0.102
N 0.50 1.93 0.34 -0.114
N 1.69 -0.47 -0.77 -0.129
N 0.38 -0.02 1.93 -0.136
C 3.87 2.45 -2.84 0.010
C 2.58 2.14 -3.25 -0.258
C 0.33 1.16 2.52 -0.020
C -6.11 -0.03 0.35 -0.064
C 0.20 3.64 1.81 0.015
C 1.04 -2.80 -0.49 -0.058
C 0.25 -1.23 2.78 -0.141
C 3.77 0.82 -1.08 0.013
C 3.16 -1.95 0.59 -0.024
C -3.39 -2.29 2.63 -0.067
C -5.75 -1.22 -1.73 0.009
C -1.18 -1.52 3.18 -0.217
C 1.93 2.87 -4.40 -0.036
C -3.82 -1.98 3.91 -0.067
C 0.17 4.15 0.50 -0.045
C 4.48 1.80 -1.76 -0.241
C 2.24 -1.86 -0.63 -0.580
C 5.88 2.14 -1.35 -0.036
C -2.07 -2.07 2.27 -0.050
C 2.98 -2.26 -1.91 -0.022
C -6.60 -0.70 -0.78 -0.042
C 0.32 3.08 -0.36 -0.084
C -4.37 -1.09 -1.58 -0.239
C -2.45 -0.18 -0.26 -0.523
C -4.75 0.13 0.50 -0.012
C 1.89 1.15 -2.56 -0.026
C 2.47 0.50 -1.47 -0.295
C -3.87 -0.40 -0.46 -0.084
C -2.93 -1.44 4.83 -0.063
C -1.61 -1.21 4.47 -0.037
C 0.38 2.27 1.68 -0.305
H 1.39 -3.83 -0.41 0.103
H 3.86 -1.64 -2.09 0.084
H 2.86 -1.25 1.38 0.075
H 0.10 4.20 2.73 0.120
H 4.43 3.21 -3.37 0.128
H -4.08 -2.72 1.91 0.113
H -1.74 -2.33 1.27 0.102
H 1.47 3.80 -4.05 0.086
H 3.13 -2.96 1.00 0.094
H 1.16 2.26 -4.87 0.081
H 4.20 -1.74 0.33 0.080
H 0.67 -2.07 2.24 0.096
H -3.26 -1.21 5.84 0.110
H -7.67 -0.81 -0.91 0.116
H -4.85 -2.17 4.20 0.110
H 0.44 -2.60 0.40 0.040
H 0.27 1.23 3.60 0.153
H 0.06 5.18 0.21 0.107
H -6.79 0.37 1.09 0.110
H 6.02 2.03 -0.28 0.082
H 0.87 -1.06 3.66 0.129
H -4.34 0.64 1.35 0.127
H 3.32 -3.29 -1.80 0.101
H 0.39 -2.74 -1.36 0.087
H 6.60 1.49 -1.85 0.091
H 4.22 0.34 -0.22 0.113
H 0.90 0.85 -2.89 0.117
H 0.37 3.08 -1.44 0.110
H -6.12 -1.74 -2.60 0.128
H -0.92 -0.80 5.19 0.114
H 2.67 3.14 -5.16 0.085
H -2.66 -1.52 -2.31 0.086
H 2.33 -2.20 -2.78 0.098
H 6.14 3.17 -1.62 0.082